Record 1
Formula: C16H52AgB2N4O4
Source: the Open Molecules 2025 dataset
Level of theory: the ωB97M-V functional and the def2-TZVPD basis

Properties
ΔE to the lowest compared entry with this formula, charge and spin   142.9 kcal per mole
Energy   -36928.48924 eV
HOMO level   -3.95 eV

```
! RIJCOSX wB97M-V def2-TZVPD def2/J DEFGRID3
* xyz -1 1
Ag 4.060 3.875 13.638
B 5.080 3.867 17.199
H 5.942 3.223 17.276
H 5.155 4.819 17.701
H 5.093 4.176 16.165
H 4.189 3.320 17.466
B 4.327 1.848 15.076
H 5.360 2.084 15.282
H 4.052 0.897 15.505
H 3.624 2.575 15.452
H 4.141 1.871 14.013
C 4.400 4.639 8.795
C 5.274 4.675 10.101
C 5.745 6.078 10.595
O 6.280 6.969 9.570
C 6.559 8.271 10.060
N 4.605 3.948 11.110
H 3.833 3.725 8.617
H 4.898 4.994 7.893
H 3.658 5.420 8.960
H 6.216 4.197 9.834
H 6.543 5.921 11.321
H 4.958 6.533 11.197
H 7.046 8.949 9.359
H 7.059 8.257 11.028
H 5.583 8.642 10.372
H 3.697 4.383 11.191
H 4.340 2.994 10.911
C 8.458 5.023 15.329
C 7.816 4.985 13.946
C 8.665 4.344 12.759
O 9.656 5.316 12.501
C 10.264 5.224 11.138
N 6.683 4.094 14.081
H 9.389 5.587 15.267
H 8.837 4.113 15.795
H 7.875 5.636 16.016
H 7.518 5.995 13.668
H 8.042 4.307 11.866
H 9.049 3.344 12.961
H 10.856 6.110 10.910
H 9.364 5.104 10.535
H 11.018 4.439 11.082
H 6.418 4.299 15.034
H 7.028 3.161 14.257
C -0.260 3.239 11.598
C 1.097 3.999 11.469
C 0.814 5.546 11.225
O 2.159 6.087 10.985
C 2.140 7.422 10.559
N 1.793 3.687 12.715
H -0.085 2.163 11.593
H -0.903 3.395 10.732
H -0.833 3.486 12.492
H 1.556 3.570 10.578
H 0.197 6.012 11.993
H 0.308 5.551 10.260
H 3.120 7.699 10.170
H 1.884 8.136 11.342
H 1.458 7.485 9.711
H 1.583 2.843 13.228
H 1.460 4.452 13.284
C 4.056 6.725 14.277
C 3.318 6.550 15.553
C 2.283 7.595 15.879
O 2.792 8.953 15.697
C 3.458 9.390 16.861
N 2.770 5.269 15.519
H 4.648 5.854 13.997
H 4.745 7.569 14.311
H 3.370 6.771 13.431
H 3.975 6.775 16.393
H 1.779 7.653 16.844
H 1.503 7.482 15.127
H 2.868 9.319 17.774
H 3.734 10.443 16.794
H 4.424 8.921 17.050
H 3.628 4.873 15.874
H 2.262 5.319 16.390
*
```

Mulliken population analysis, charges in e, atoms 1 to 4: atom 1 (Ag): 0.3633, atom 2 (B): 1.6781, atom 3 (H): -0.3143, atom 4 (H): -0.4305

***

Record 2
Formula: C16H53N3O9
Source: the Open Molecules 2025 dataset
Level of theory: the ωB97M-V functional and the def2-TZVPD basis

Properties
ΔE to the lowest compared entry with this formula, charge and spin   41.6 kcal per mole
Structure (SMILES)   COC[C@H](C)N.COC[C@H](C)N.COC[C@H](C)N.CO.CO.CO.CO.O.O
Energy   -40345.94595 eV
HOMO level   -9.04 eV

```
! RIJCOSX wB97M-V def2-TZVPD def2/J DEFGRID3
* xyz 0 1
C -0.191 3.845 -1.414
O 0.017 5.064 -0.749
C 0.723 5.987 -1.538
C 1.263 7.076 -0.633
C 1.875 8.222 -1.465
N 2.297 6.582 0.301
H 0.764 3.326 -1.554
H -0.666 3.923 -2.406
H -0.874 3.199 -0.861
H 1.553 5.518 -2.079
H 0.029 6.441 -2.264
H 0.451 7.549 -0.076
H 2.516 7.849 -2.270
H 2.396 8.893 -0.786
H 1.101 8.810 -1.966
H 2.030 5.674 0.669
H 3.157 6.440 -0.221
C 1.080 -2.529 1.567
O 1.834 -3.475 2.242
C 1.648 -3.445 3.630
C 2.490 -4.523 4.242
C 2.362 -4.540 5.767
N 3.918 -4.517 3.828
H -0.001 -2.642 1.713
H 1.385 -2.503 0.523
H 1.288 -1.500 1.921
H 1.885 -2.450 4.043
H 0.591 -3.654 3.878
H 2.131 -5.497 3.886
H 1.329 -4.810 6.010
H 2.576 -3.553 6.176
H 2.981 -5.334 6.173
H 3.923 -4.497 2.809
H 4.309 -3.603 4.072
C -0.942 -2.831 -3.110
O 0.201 -3.612 -3.067
C 1.307 -2.876 -2.590
C 2.522 -3.777 -2.502
C 2.207 -5.176 -1.986
N 3.519 -3.125 -1.674
H -1.076 -2.252 -2.184
H -1.793 -3.519 -3.160
H -1.007 -2.163 -3.978
H 1.480 -2.002 -3.226
H 1.070 -2.505 -1.581
H 2.816 -3.937 -3.558
H 3.154 -5.710 -1.848
H 1.650 -5.755 -2.726
H 1.665 -5.235 -1.040
H 3.514 -2.116 -1.770
H 4.449 -3.477 -1.849
C -3.578 -0.714 -2.914
O -3.123 0.590 -2.580
H -3.111 -1.240 -3.746
H -3.611 -1.328 -2.015
H -4.641 -0.627 -3.196
H -3.393 1.198 -3.274
C -1.352 2.742 2.227
O -1.069 2.146 3.491
H -1.276 1.999 1.425
H -2.367 3.155 2.202
H -0.640 3.540 2.039
H -1.729 1.465 3.643
C -3.625 -1.564 1.627
O -2.256 -1.814 1.332
H -3.687 -0.720 2.304
H -4.203 -1.417 0.711
H -4.065 -2.427 2.138
H -2.140 -2.698 0.973
C -4.488 2.143 -0.185
O -5.013 2.986 -1.210
H -4.534 2.651 0.781
H -5.101 1.232 -0.105
H -3.489 1.818 -0.439
H -5.812 3.412 -0.893
O 1.530 0.722 -1.559
H 0.726 0.266 -1.246
H 1.204 1.344 -2.216
O -1.003 0.056 -0.356
H -1.202 -0.562 0.367
H -1.860 0.389 -0.646
*
```

Mulliken population analysis, charges in e, atoms 1 to 4: atom 1 (C): -0.6159, atom 2 (O): -0.2572, atom 3 (C): -0.7291, atom 4 (C): 0.5133

***

Record 3
Formula: C16H55N3O10
Source: the Open Molecules 2025 dataset
Level of theory: the ωB97M-V functional and the def2-TZVPD basis

Properties
ΔE to the lowest compared entry with this formula, charge and spin   34.9 kcal per mole
Structure (SMILES)   COC[C@H](C)N.COC[C@H](C)N.COC[C@H](C)N.CCO.CCO.O.O.O.O.O
Energy   -42425.70605 eV
HOMO level   -8.82 eV

```
! RIJCOSX wB97M-V def2-TZVPD def2/J DEFGRID3
* xyz 0 1
C -5.575 -2.082 3.805
O -5.410 -3.487 4.030
C -4.123 -4.044 4.070
C -3.693 -4.396 2.640
C -4.644 -5.371 1.996
N -2.361 -4.996 2.808
H -4.760 -1.482 4.210
H -6.401 -1.734 4.426
H -5.664 -1.855 2.743
H -3.410 -3.326 4.477
H -4.235 -4.924 4.703
H -3.718 -3.509 2.007
H -5.617 -4.920 1.802
H -4.782 -6.298 2.552
H -4.176 -5.709 1.071
H -1.780 -4.381 3.359
H -2.467 -5.855 3.329
C 5.755 -0.477 -3.746
O 4.615 0.215 -4.272
C 4.799 1.617 -4.677
C 4.876 2.560 -3.442
C 3.737 2.401 -2.435
N 4.986 3.951 -3.740
H 5.918 -0.131 -2.725
H 6.615 -0.337 -4.401
H 5.679 -1.563 -3.684
H 5.598 1.704 -5.413
H 3.913 1.845 -5.269
H 5.785 2.274 -2.914
H 2.784 2.721 -2.857
H 3.920 3.105 -1.624
H 3.687 1.409 -1.985
H 4.097 4.248 -4.117
H 5.556 4.113 -4.558
C -3.292 -4.394 -3.864
O -3.134 -3.128 -4.533
C -2.652 -2.102 -3.691
C -2.632 -0.819 -4.590
C -1.784 0.286 -4.059
N -3.945 -0.272 -4.683
H -2.294 -4.698 -3.549
H -3.680 -5.140 -4.558
H -3.966 -4.386 -3.007
H -3.340 -1.951 -2.860
H -1.651 -2.376 -3.357
H -2.249 -1.015 -5.592
H -0.747 -0.013 -3.908
H -2.189 0.590 -3.094
H -1.603 1.144 -4.707
H -3.951 0.562 -5.253
H -4.367 -0.950 -5.302
C -1.263 0.562 1.142
C -0.048 1.485 1.479
O -0.440 2.624 2.223
H -2.008 1.000 0.477
H -1.766 0.328 2.080
H -0.935 -0.351 0.646
H 0.472 1.893 0.612
H 0.716 0.946 2.040
H 0.298 3.158 2.527
C 6.891 1.552 2.584
C 5.866 0.435 2.346
O 5.343 -0.104 3.571
H 6.969 2.198 1.709
H 7.909 1.205 2.764
H 6.534 2.166 3.411
H 6.457 -0.279 1.772
H 5.088 0.757 1.655
H 4.793 0.580 3.960
O -0.875 1.274 5.761
H 0.060 1.132 5.910
H -0.919 1.705 4.908
O -5.573 1.787 -1.303
H -5.464 1.338 -2.141
H -6.311 1.343 -0.886
O 2.826 2.176 5.898
H 2.737 2.298 6.844
H 2.630 3.036 5.526
O 2.159 5.693 4.120
H 3.100 5.862 4.065
H 1.795 6.486 4.512
O -2.987 4.703 -0.780
H -3.625 4.007 -0.937
H -2.455 4.381 -0.053
*
```

Mulliken population analysis, charges in e, atoms 1 to 4: atom 1 (C): -0.7049, atom 2 (O): -0.3651, atom 3 (C): -0.7209, atom 4 (C): 0.5019

***

Record 4
Formula: C16H56N16O12
Source: the Open Molecules 2025 dataset
Level of theory: the ωB97M-V functional and the def2-TZVPD basis

Properties
ΔE to the lowest compared entry with this formula, charge and spin   14.2 kcal per mole
Structure (SMILES)   NC(N)=O.NC(N)=O.NC(N)=O.NC(N)=O.NC(N)=O.NC(N)=O.NC(N)=O.NC(N)=O.CCO.CCO.CCO.CCO
Energy   -65920.56535 eV
HOMO level   -9.41 eV

```
! RIJCOSX wB97M-V def2-TZVPD def2/J DEFGRID3
* xyz 0 1
N 9.348 8.743 12.325
C 9.905 9.179 11.068
N 9.134 9.559 10.069
O 11.134 9.079 11.024
H 8.386 8.913 12.539
H 9.998 8.750 13.128
H 9.493 9.944 9.206
H 8.168 9.781 10.315
N 11.859 16.788 11.531
C 12.449 15.731 12.207
N 12.737 14.647 11.497
O 12.663 15.805 13.439
H 12.101 16.924 10.555
H 12.057 17.690 12.015
H 12.889 13.757 11.908
H 12.474 14.680 10.522
N 7.625 15.952 12.373
C 6.898 15.649 11.211
N 5.586 15.799 11.187
O 7.481 15.267 10.162
H 8.596 16.009 12.097
H 7.355 16.681 12.994
H 5.175 15.285 10.337
H 4.936 16.230 11.903
N 6.635 11.963 10.797
C 6.134 10.982 11.554
N 4.791 11.021 11.879
O 6.812 10.090 12.094
H 7.642 12.134 10.950
H 6.121 12.819 10.628
H 4.142 11.704 11.485
H 4.461 10.125 12.218
N 6.074 14.073 7.597
C 5.184 13.240 8.229
N 4.912 12.025 7.725
O 4.668 13.598 9.300
H 6.233 14.877 8.194
H 6.876 13.686 7.060
H 4.447 11.305 8.237
H 5.182 11.687 6.787
N 13.055 11.292 15.964
C 13.111 10.289 15.018
N 12.105 10.231 14.114
O 14.118 9.598 14.860
H 13.905 11.317 16.530
H 12.472 12.133 16.028
H 11.358 10.935 13.974
H 12.183 9.491 13.465
N 9.797 13.076 11.044
C 10.632 12.634 10.030
N 11.718 11.813 10.411
O 10.525 13.080 8.915
H 9.990 13.051 12.059
H 9.265 13.824 10.659
H 11.535 11.309 11.262
H 12.102 11.236 9.662
N 10.181 15.830 8.210
C 11.408 16.383 8.419
N 12.508 15.531 8.562
O 11.509 17.622 8.544
H 10.025 14.864 8.417
H 9.384 16.443 8.316
H 12.526 14.579 8.256
H 13.339 16.081 8.557
C 7.613 12.750 14.402
C 8.863 11.943 14.196
O 9.977 12.744 13.836
H 6.860 11.979 14.552
H 7.454 13.362 13.529
H 7.603 13.548 15.198
H 8.696 11.256 13.337
H 9.139 11.278 15.019
H 10.324 13.126 14.642
C 13.834 10.660 7.213
C 13.631 9.434 8.000
O 12.546 9.796 8.791
H 14.534 10.398 6.403
H 14.316 11.360 7.897
H 12.920 11.061 6.866
H 14.516 9.176 8.622
H 13.424 8.499 7.377
H 12.310 9.270 9.591
C 13.501 14.744 16.608
C 11.993 14.993 16.528
O 11.413 14.348 15.338
H 13.816 13.666 16.640
H 13.943 15.287 17.466
H 13.910 15.192 15.741
H 11.776 16.086 16.546
H 11.623 14.501 17.390
H 11.711 14.847 14.537
C 6.502 6.566 14.425
C 5.697 6.646 13.190
O 5.037 7.940 12.917
H 6.957 5.562 14.599
H 5.891 6.739 15.311
H 7.275 7.317 14.634
H 4.890 5.958 13.101
H 6.362 6.388 12.370
H 5.717 8.579 12.768
*
```

Mulliken population analysis, charges in e, atoms 1 to 4: atom 1 (N): -0.2754, atom 2 (C): 0.3023, atom 3 (N): -0.1734, atom 4 (O): -0.7488

***

Record 5
Formula: C16H56N2O11
Source: the Open Molecules 2025 dataset
Level of theory: the ωB97M-V functional and the def2-TZVPD basis

Properties
ΔE to the lowest compared entry with this formula, charge and spin   0.0 kcal per mole
Structure (SMILES)   COC[C@H](C)N.COC[C@H](C)N.CCO.CCO.CCO.CCO.O.O.O.O.O
Energy   -43001.70073 eV
HOMO level   -8.95 eV

```
! RIJCOSX wB97M-V def2-TZVPD def2/J DEFGRID3
* xyz 0 1
C 0.182 3.214 2.818
O 0.987 3.975 1.946
C 0.491 4.076 0.612
C 0.952 5.419 0.076
C 0.105 5.832 -1.134
N 2.350 5.461 -0.328
H -0.823 3.642 2.906
H 0.624 3.313 3.814
H 0.191 2.157 2.552
H 0.884 3.242 0.014
H -0.602 4.003 0.618
H 0.749 6.166 0.847
H 0.487 6.753 -1.571
H -0.947 6.057 -0.915
H 0.066 5.023 -1.870
H 2.922 5.185 0.467
H 2.506 4.709 -0.997
C -4.229 0.788 -2.665
O -2.872 1.062 -2.379
C -2.189 1.696 -3.467
C -0.920 2.310 -2.941
C -0.199 2.986 -4.085
N -0.030 1.288 -2.388
H -4.717 0.512 -1.726
H -4.311 -0.056 -3.356
H -4.765 1.673 -3.017
H -1.962 0.981 -4.266
H -2.817 2.477 -3.920
H -1.081 3.072 -2.176
H 0.652 3.616 -3.821
H -0.883 3.676 -4.600
H 0.166 2.292 -4.848
H -0.588 0.596 -1.902
H 0.421 0.768 -3.137
C -4.520 -3.739 -0.133
C -3.204 -4.428 0.169
O -2.236 -3.511 0.710
H -5.217 -4.433 -0.607
H -4.366 -2.895 -0.805
H -5.031 -3.377 0.765
H -2.794 -4.779 -0.781
H -3.271 -5.314 0.801
H -2.575 -3.267 1.577
C 5.467 -2.973 3.128
C 4.683 -1.846 2.515
O 3.778 -2.442 1.555
H 4.760 -3.728 3.476
H 6.047 -2.653 3.997
H 6.168 -3.421 2.426
H 5.304 -1.133 1.965
H 4.083 -1.289 3.240
H 3.287 -1.713 1.156
C 1.880 -5.992 2.807
C 1.044 -4.784 2.425
O 0.048 -5.237 1.519
H 2.439 -6.286 1.916
H 1.205 -6.804 3.079
H 2.603 -5.771 3.587
H 1.698 -4.045 1.951
H 0.580 -4.332 3.312
H -0.491 -4.498 1.210
C 0.205 -1.321 1.457
C 0.461 -0.130 0.558
O 1.864 0.000 0.362
H 0.730 -2.190 1.047
H -0.856 -1.561 1.388
H 0.569 -1.200 2.476
H 0.003 0.767 0.972
H 0.019 -0.381 -0.401
H 2.068 0.682 -0.287
O 0.219 -1.042 -4.018
H -0.013 -1.169 -3.089
H -0.242 -1.745 -4.483
O -2.217 1.935 0.589
H -2.354 1.810 -0.361
H -2.776 2.682 0.819
O 2.857 2.579 -2.247
H 2.039 2.175 -2.565
H 3.339 2.842 -3.037
O -0.775 -1.019 4.810
H -1.175 -1.749 4.331
H -0.506 -0.401 4.125
O -1.550 -1.571 -1.730
H -2.324 -0.997 -1.736
H -1.753 -2.273 -1.098
*
```

Mulliken population analysis, charges in e, atoms 1 to 4: atom 1 (C): -0.3967, atom 2 (O): -0.4212, atom 3 (C): 0.0837, atom 4 (C): 0.4208

***

no.,orbital gap (eV),LUMO level (eV)
1,6.31,2.36
2,9.24,0.21
3,8.84,0.03
4,9.61,0.20
5,9.02,0.07